Entry 1:
76
Properties=species:S:1:pos:R:3 method="wB97M-V/def2-TZVPD" orbital_gap_ev="3.4 / 3.4" lumo_energy_ev="-0.30 / -0.30" total_charge=0
Ba -0.33 -2.28 -1.72
C 3.45 -0.65 -1.56
C 3.20 0.15 -0.51
C 3.42 1.63 -0.55
C 2.72 2.38 -1.71
C 1.48 1.77 -2.29
C 1.43 0.89 -3.30
C 2.61 0.17 -3.88
C 3.79 -0.20 -2.94
C -3.65 -0.81 1.08
H 3.60 -1.71 -1.39
H 3.05 -0.24 0.50
H 4.51 1.80 -0.64
H 3.11 2.08 0.40
H 2.42 3.35 -1.30
H 3.48 2.57 -2.50
H 0.57 2.26 -1.93
H 0.55 0.90 -3.97
H 3.03 0.76 -4.71
H 2.24 -0.76 -4.34
H 4.28 -1.06 -3.43
H 4.51 0.63 -2.92
H -3.74 -1.65 0.41
H -4.61 -0.41 1.39
H -3.07 -1.10 1.96
P 0.41 -0.85 1.93
P -2.77 0.37 0.10
C 0.05 0.58 0.96
C -1.12 0.97 0.38
C 1.07 -0.21 3.48
C 2.04 0.79 3.69
C 2.43 1.04 5.01
C 1.80 0.37 6.07
C 0.80 -0.57 5.85
C 0.42 -0.86 4.55
C 1.73 -2.00 1.43
C 1.77 -2.37 0.06
C 2.10 -3.67 -0.34
C 2.52 -4.56 0.65
C 2.83 -4.07 1.94
C 2.52 -2.76 2.32
C -3.71 1.88 0.15
C -3.73 2.60 1.36
C -4.58 3.70 1.47
C -5.30 4.14 0.35
C -5.14 3.51 -0.88
C -4.31 2.40 -1.01
C -2.76 -0.22 -1.61
C -3.79 -1.10 -1.99
C -3.62 -1.91 -3.10
C -2.53 -1.71 -3.95
C -1.60 -0.69 -3.70
C -1.73 0.09 -2.53
H 0.84 1.33 0.93
H -1.11 1.98 -0.09
H 2.49 1.33 2.85
H 3.21 1.77 5.21
H 2.10 0.59 7.09
H 0.30 -1.09 6.65
H -0.37 -1.59 4.31
H 1.64 -1.56 -0.69
H 2.08 -3.98 -1.39
H 2.68 -5.61 0.42
H 3.29 -4.73 2.68
H 2.79 -2.34 3.30
H -3.05 2.32 2.17
H -4.66 4.22 2.41
H -5.98 4.98 0.44
H -5.63 3.89 -1.77
H -4.06 1.96 -1.98
H -4.71 -1.15 -1.42
H -4.38 -2.65 -3.34
H -2.42 -2.30 -4.88
H -0.71 -0.56 -4.35
H -0.98 0.86 -2.29
Cl -1.21 -3.00 0.94

Entry 2:
91
Properties=species:S:1:pos:R:3 method="wB97M-V/def2-TZVPD" orbital_gap_ev="6.9 / 7.1" s2=0.756 lumo_energy_ev="3.87 / 3.87" total_charge=-2 spin_multiplicity=2
Na 0.17 1.96 -0.14
O -0.69 4.17 2.58
C 0.44 3.87 2.18
O 0.80 3.43 1.07
C 1.62 4.10 3.16
C 1.36 4.68 4.39
C 2.38 4.96 5.29
C 3.69 4.64 4.97
C 3.98 4.03 3.75
C 2.95 3.77 2.84
S 3.40 2.92 1.36
H 0.32 4.91 4.62
H 2.16 5.42 6.24
H 4.50 4.86 5.67
H 4.99 3.75 3.50
O -0.80 0.16 -0.28
Si -1.47 -1.07 0.42
C -0.18 -2.28 1.17
C -0.47 -3.59 1.56
C 0.47 -4.38 2.21
C 1.74 -3.87 2.48
C 2.05 -2.57 2.09
C 1.10 -1.79 1.45
C -2.44 -2.17 -0.80
C -2.11 -2.03 -2.15
C -2.75 -2.79 -3.14
C -3.74 -3.69 -2.79
C -4.09 -3.85 -1.45
C -3.44 -3.10 -0.47
C -2.48 -0.66 1.97
C -1.78 -0.01 3.00
C -2.39 0.34 4.19
C -3.74 0.04 4.40
C -4.46 -0.59 3.39
C -3.84 -0.92 2.19
H -1.46 -4.00 1.37
H 0.22 -5.39 2.52
H 2.47 -4.48 2.99
H 3.03 -2.16 2.31
H 1.35 -0.77 1.19
H -1.36 -1.30 -2.44
H -2.47 -2.65 -4.18
H -4.25 -4.26 -3.56
H -4.86 -4.56 -1.17
H -3.72 -3.25 0.56
H -0.72 0.23 2.86
H -1.82 0.86 4.96
H -4.22 0.32 5.33
H -5.51 -0.80 3.54
H -4.43 -1.39 1.41
F 0.30 2.89 -1.91
Sb 2.00 2.29 -2.70
F 2.38 4.10 -2.21
F 1.63 3.15 -4.35
F 3.07 1.13 -3.82
F 0.70 0.98 -3.35
F 3.72 2.23 -1.85
N 1.95 0.76 -1.04
C 2.12 -0.31 -1.46
N 2.37 -1.49 -1.92
C 3.70 -1.76 -2.50
C 4.00 -3.26 -2.35
C 3.31 -3.79 -1.09
C 1.79 -3.79 -1.29
C 1.34 -2.53 -2.05
H 4.42 -1.15 -1.96
H 3.71 -1.42 -3.54
H 5.08 -3.40 -2.32
H 3.62 -3.80 -3.22
H 3.57 -3.15 -0.25
H 3.65 -4.80 -0.86
H 1.30 -3.83 -0.31
H 1.48 -4.66 -1.86
H 0.40 -2.14 -1.67
H 1.21 -2.73 -3.11
O 3.01 1.32 1.80
O 2.12 1.14 2.72
O -4.12 2.50 -0.81
S -2.65 2.50 -1.20
C -2.44 4.00 -2.23
C -2.29 3.57 -3.69
C -3.05 2.25 -3.81
C -2.53 1.43 -2.64
H -1.57 4.55 -1.86
H -3.35 4.56 -2.04
H -1.23 3.39 -3.91
H -2.66 4.33 -4.38
H -2.88 1.75 -4.77
H -4.12 2.41 -3.69
H -1.47 1.18 -2.76
H -3.10 0.53 -2.40

Listing DFT total energy for the structures above in their given order: -68682.703 -108972.142 eV.
Listing relative energy (zero: lowest compared OMol25 entry of this formula, charge and spin) for the structures above in their given order: 0.0 53.7 kcal/mol.